Version i
The following is a DFT calculation (wB97M-V/def2-TZVPD) of a cluster of 2 separate species, C5H12O2 in total.

Values from the calculation:
- Spin multiplicity: 1
- Molecular weight: 104.1 g mol⁻¹
- Total charge: 0
- SMILES string: C/C=C(/O)CCO.[H][H]
- Highest occupied orbital energy: -7.78 eV

Bonds (Å) are listed after each position.
Element x y z (Å)
1 C 2.37509 -0.90989 0.01260  C2 1.510, H8 1.099, H9 1.099, H10 1.096
2 C 1.64255 0.30947 0.51806  C1 1.510, C3 1.338, H11 1.082
3 C 0.32028 0.51690 0.51192  C2 1.338, O4 1.352, C5 1.505
4 O -0.23907 1.50863 1.24005  C3 1.352, H12 0.974
5 C -0.60552 -0.47640 -0.13816  C3 1.505, C6 1.541, H13 1.111, H14 1.097
6 C -2.14196 -0.36404 -0.16531  C5 1.541, O7 1.431, H15 1.093, H16 1.101
7 O -2.64358 0.93764 0.15349  C6 1.431, H17 0.966
8 H 3.05882 -0.69773 -0.82080  C1 1.099
9 H 2.99185 -1.32833 0.82020  C1 1.099
10 H 1.71020 -1.71561 -0.32058  C1 1.096
11 H 2.22554 1.08665 0.99542  C2 1.082
12 H -1.16365 1.60751 0.95136  O4 0.974
13 H -0.29726 -1.14825 0.69062  C5 1.111
14 H -0.22888 -0.86090 -1.09402  C5 1.097
15 H -2.50740 -1.08673 0.56839  C6 1.093
16 H -2.54871 -0.66807 -1.14213  C6 1.101
17 H -3.47247 0.82110 0.63559  O7 0.966
18 H 1.09564 1.26737 -1.54596  H19 0.745
19 H 0.42854 1.20067 -1.87074  H18 0.745

***

Version ii
The following is a DFT calculation (wB97M-V/def2-TZVPD) of a cluster of 2 separate species, C5H12O2 in total.

Values from the calculation:
- Spin multiplicity: 1
- Molecular weight: 104.1 g mol⁻¹
- Total charge: 0
- SMILES string: CCCCC=O.O
- Highest occupied orbital energy: -10.22 eV

Bonds (Å) are listed after each position.
Element x y z (Å)
1 C -1.86091 -1.61604 -1.09625  C2 1.515, H7 1.098, H8 1.080, H9 1.079
2 C -0.85297 -1.56908 0.03421  C1 1.515, C3 1.534, H10 1.090, H11 1.092
3 C 0.53178 -1.14194 -0.46958  C2 1.534, C4 1.545, H12 1.087, H13 1.083
4 C 0.59231 0.32183 -0.96028  C3 1.545, C5 1.494, H14 1.099, H15 1.087
5 C -0.38705 1.29547 -0.38990  C4 1.494, O6 1.209, H16 1.108
6 O -0.50591 1.64603 0.76155  C5 1.209
7 H -1.58840 -2.34241 -1.87362  C1 1.098
8 H -1.89182 -0.70676 -1.67910  C1 1.080
9 H -2.78850 -2.04311 -0.74675  C1 1.079
10 H -1.14497 -0.81733 0.76790  C2 1.090
11 H -0.79531 -2.50707 0.59068  C2 1.092
12 H 1.34234 -1.35024 0.22421  C3 1.087
13 H 0.77740 -1.72298 -1.34952  C3 1.083
14 H 1.59642 0.69009 -0.70775  C4 1.099
15 H 0.60574 0.37883 -2.04527  C4 1.087
16 H -1.09819 1.71220 -1.12985  C5 1.108
17 O 2.23092 1.11677 1.69763  H18 0.976, H19 0.960
18 H 1.36021 1.30322 1.29831  O17 0.976
19 H 2.09463 1.05502 2.64561  O17 0.960

***

Version iii
The following is a DFT calculation (wB97M-V/def2-TZVPD) of a cluster of 2 separate species, C5H12O2 in total.

Values from the calculation:
- Spin multiplicity: 1
- Molecular weight: 104.1 g mol⁻¹
- Total charge: 0
- SMILES string: COC=O.CCC
- Highest occupied orbital energy: -10.23 eV

Bonds (Å) are listed after each position.
Element x y z (Å)
1 C -0.63000 -2.21507 1.17265  O2 1.430, H5 1.090, H6 1.090, H7 1.090
2 O 0.29643 -1.14704 1.38992  C1 1.430, C3 1.327
3 C 1.27108 -0.98539 0.50437  O2 1.327, O4 1.234, H8 1.099
4 O 1.44970 -1.65445 -0.51734  C3 1.234
5 H -0.72836 -2.76648 2.10803  C1 1.090
6 H -1.59813 -1.78279 0.92152  C1 1.090
7 H -0.32457 -2.89345 0.37601  C1 1.090
8 H 1.99727 -0.26256 0.90182  C3 1.099
9 C 0.59244 2.04363 0.06991  C10 1.522, H12 1.091, H13 1.089, H14 1.092
10 C 0.24594 1.00382 -0.98648  C9 1.522, C11 1.522, H15 1.098, H16 1.187
11 C -1.23247 0.64238 -0.98391  C10 1.522, H17 1.089, H18 1.093, H19 1.083
12 H 1.64428 2.32642 0.01315  C9 1.091
13 H -0.00466 2.94527 -0.05745  C9 1.089
14 H 0.38876 1.64738 1.06678  C9 1.092
15 H 0.51835 1.39615 -1.97494  C10 1.098
16 H 0.94285 0.04551 -1.05753  C10 1.187
17 H -1.45448 -0.10319 -1.74583  C11 1.089
18 H -1.85585 1.51756 -1.18219  C11 1.093
19 H -1.51856 0.24232 -0.01849  C11 1.083

***

Version iv
The following is a DFT calculation (wB97M-V/def2-TZVPD) of a cluster of 2 separate species, C5H12O2 in total.

Values from the calculation:
- Spin multiplicity: 1
- Molecular weight: 104.1 g mol⁻¹
- Total charge: 0
- SMILES string: CC/C=C/CO.O
- Highest occupied orbital energy: -9.09 eV

Bonds (Å) are listed after each position.
Element x y z (Å)
1 C 0.97885 1.13833 -0.50933  C2 1.486, H7 1.112, H8 1.057, H9 1.106
2 C -0.35877 0.51301 -0.67484  C1 1.486, C3 1.407, H10 1.121, H11 1.145
3 C -0.54292 -0.78891 -0.17346  C2 1.407, C4 1.358, H12 1.063
4 C -0.57986 -1.83463 -1.03952  C3 1.358, C5 1.605, H13 1.207
5 C -0.74839 -3.27678 -0.35637  C4 1.605, O6 1.511, H14 1.136, H15 1.164
6 O -2.07575 -3.29324 0.36625  C5 1.511, H16 0.973
7 H 1.71424 0.34848 -0.24051  C1 1.112
8 H 1.36817 1.47413 -1.43274  C1 1.057
9 H 0.95745 1.88355 0.30724  C1 1.106
10 H -1.24418 1.10468 -0.32604  C2 1.121
11 H -0.38122 0.55989 -1.81819  C2 1.145
12 H -0.96161 -1.11228 0.74890  C3 1.063
13 H -0.20568 -1.54900 -2.15082  C4 1.207
14 H -0.33323 -3.98884 -1.13882  C5 1.136
15 H -0.07678 -3.28128 0.59487  C5 1.164
16 H -2.67020 -3.34931 -0.40183  O6 0.973
17 O 1.55958 4.95653 2.38342  H18 0.913, H19 1.064
18 H 2.41198 4.90829 2.70607  O17 0.913
19 H 1.18832 5.58736 3.15573  O17 1.064

***

Stability verdict: version ii, ahead by 0.466 eV